[1]
C5H10NO | the ωB97M-V functional and the def2-TZVPD basis

multiplicity: 3
<S²>: 2.02
total charge: -1
gap between HOMO and LUMO (alpha / beta): 5.26 / 6.10 eV
E: -8878.5507 eV
lowest unoccupied orbital energy (alpha / beta): 4.244 / 3.912 eV
ΔE to the lowest compared entry with this formula, charge and spin: 49.20 kJ/mol

Last column: Mulliken spin population.
CARTESIAN COORDINATES (ANGSTROEM)
O -2.58 -0.54 0.74  0.455
N -1.74 0.38 0.44  0.662
C 0.53 -0.58 0.36  0.786
C 1.72 0.01 0.55  -0.050
C 0.07 -1.95 0.07  0.063
C -1.92 0.77 -0.93  0.035
C 1.87 1.48 0.69  0.003
H 2.58 1.85 0.00  -0.002
H 2.60 -0.64 0.48  0.037
H -1.03 -2.11 0.09  -0.001
H -2.92 1.36 -1.08  0.043
H -0.95 1.15 -1.24  -0.011
H 0.11 -2.00 -1.08  0.002
H -2.02 -0.04 -1.63  0.001
H 0.77 1.84 0.56  -0.014
H 2.23 1.82 1.56  -0.002
H 0.69 -2.80 0.41  -0.006



[2]
C5H10NO | the ωB97M-V functional and the def2-TZVPD basis

total charge: +1
gap between HOMO and LUMO: 8.98 eV
E: -8875.9300 eV
lowest unoccupied orbital energy: -4.205 eV
ΔE to the lowest compared entry with this formula, charge and spin: 255.71 kJ/mol

Last column: natural (NBO) charge in e.
CARTESIAN COORDINATES (ANGSTROEM)
O 1.64 0.06 -2.18  -0.443
N 1.10 1.81 0.23  -0.668
C 0.27 0.68 -0.31  -0.150
C -1.05 -1.37 0.67  -0.220
C -0.32 -0.08 0.89  -0.457
C -1.84 -1.66 -0.37  -0.346
C 1.15 -0.30 -1.16  0.406
H 1.24 -1.32 -0.77  0.162
H -1.63 -1.33 -1.38  0.193
H -1.06 -2.06 1.50  0.232
H -0.42 1.12 -1.02  0.254
H -0.89 0.68 1.43  0.236
H 0.59 2.65 0.51  0.453
H 0.50 -0.30 1.59  0.214
H 1.67 1.56 1.04  0.443
H 1.79 2.08 -0.49  0.459
H -2.74 -2.24 -0.17  0.234



[3]
C5H10NO | the ωB97M-V functional and the def2-TZVPD basis

total charge: +1
gap between HOMO and LUMO: 10.62 eV
E: -8874.7962 eV
lowest unoccupied orbital energy: -3.201 eV
ΔE to the lowest compared entry with this formula, charge and spin: 365.10 kJ/mol

Last column: natural (NBO) charge in e.
CARTESIAN COORDINATES (ANGSTROEM)
O 1.12 0.14 1.32  -0.443
N -0.54 0.42 -0.42  -0.371
C 0.03 1.32 -1.55  -0.440
C -0.17 -0.92 -0.48  -0.131
C 0.07 0.90 0.95  0.112
C -0.49 -1.67 0.78  -0.486
C 0.96 -1.12 0.76  0.106
H -0.74 0.85 1.61  0.177
H -1.59 0.59 -0.38  0.449
H 0.26 1.91 0.90  0.207
H -1.08 -1.30 1.63  0.259
H -0.52 1.01 -2.47  0.250
H -0.52 -2.75 0.93  0.282
H 0.02 2.41 -1.32  0.254
H 1.17 1.20 -1.54  0.251
H 1.79 -1.86 0.73  0.259
H 0.24 -1.12 -1.43  0.264



[4]
C5H10NO | the ωB97M-V functional and the def2-TZVPD basis

total charge: +1
gap between HOMO and LUMO: 10.93 eV
E: -8876.2051 eV
lowest unoccupied orbital energy: -4.099 eV
ΔE to the lowest compared entry with this formula, charge and spin: 229.16 kJ/mol

Last column: natural (NBO) charge in e.
CARTESIAN COORDINATES (ANGSTROEM)
O -1.81 -0.97 0.64  -0.731
N 0.17 0.65 1.15  -0.153
C -0.07 0.99 2.22  0.441
C 0.86 1.15 -1.07  -0.614
C -1.33 -0.29 -0.47  -0.017
C 1.10 -1.17 -0.02  -0.612
C 0.29 0.12 -0.11  0.056
H 2.09 -0.98 0.38  0.233
H 0.28 2.07 -1.07  0.234
H -0.27 1.35 3.20  0.297
H 1.89 1.38 -0.78  0.239
H -1.87 0.65 -0.67  0.181
H 0.87 0.74 -2.07  0.251
H -2.69 -1.31 0.45  0.506
H 1.20 -1.59 -1.02  0.247
H -1.27 -0.90 -1.37  0.195
H 0.58 -1.89 0.61  0.246



[5]
C5H10NO | the ωB97M-V functional and the def2-TZVPD basis

total charge: +1
gap between HOMO and LUMO: 10.53 eV
E: -8875.8323 eV
lowest unoccupied orbital energy: -3.672 eV
ΔE to the lowest compared entry with this formula, charge and spin: 265.14 kJ/mol

Last column: natural (NBO) charge in e.
CARTESIAN COORDINATES (ANGSTROEM)
O 2.42 -0.31 -0.30  -0.495
N 0.63 0.17 1.49  -0.747
C -1.60 -1.67 -0.46  -0.290
C 0.57 1.06 0.26  -0.155
C -0.71 -0.76 -0.90  -0.281
C 1.75 0.60 -0.68  0.417
C -0.82 0.64 -0.50  -0.442
H -0.02 0.52 2.29  0.457
H -0.15 -1.00 -1.73  0.224
H -1.78 -2.66 -0.83  0.236
H 0.14 -0.72 1.19  0.466
H -1.01 1.25 -1.38  0.268
H -1.58 1.01 0.24  0.237
H 1.71 0.08 1.82  0.497
H 1.86 1.11 -1.71  0.182
H 0.52 2.10 0.63  0.252
H -1.91 -1.43 0.57  0.175



[6]
C5H10NO | the ωB97M-V functional and the def2-TZVPD basis

total charge: +1
gap between HOMO and LUMO (alpha / beta): 9.67 / 5.26 eV
E: -8870.5872 eV
lowest unoccupied orbital energy (alpha / beta): -5.543 / -7.367 eV
ΔE to the lowest compared entry with this formula, charge and spin: 771.21 kJ/mol

Last column: natural (NBO) charge in e.
CARTESIAN COORDINATES (ANGSTROEM)
O -0.99 0.94 0.17  -0.120
N -0.34 -0.05 0.41  0.264
C 1.63 -1.47 0.55  -0.340
C 0.74 -0.53 -0.21  -0.001
C -2.98 2.22 1.49  -0.259
C 0.62 -2.09 -0.33  -0.282
C 1.41 0.22 -1.24  -0.658
H 1.32 -1.55 1.59  0.250
H 2.65 -1.32 0.54  0.270
H -1.99 2.72 1.62  0.194
H 2.11 1.01 -0.94  0.261
H 1.82 -0.47 -1.98  0.254
H -3.06 1.41 2.22  0.190
H -0.18 -2.57 0.19  0.253
H 0.59 -2.36 -1.35  0.261
H -3.67 2.34 0.60  0.219
H 0.67 0.87 -1.82  0.247



Question: Look up the E of the first one.
Answer: -8878.5507 eV



Question: What is the E in the fourth record?
Answer: -8876.2051 eV



Question: The highest E belongs to which entry?
Answer: number 6